74
Properties=species:S:1:pos:R:3:forces:R:3 method="wB97M-V/def2-TZVPD" spin_multiplicity=3 s_squared=2.0065 total_charge=+1 total_energy_ev=-67605.81821 lumo_energy_ev="-3.08 / -3.99"
Pd 0.458 0.992 -0.416 -0.573 0.449 -0.425
C 3.287 3.522 2.267 0.136 -0.060 -0.099
O 3.941 3.108 1.022 -0.117 0.031 0.103
C 2.989 2.522 0.310 0.174 -0.038 -0.148
N 1.785 2.550 0.729 0.052 -0.096 0.238
C 1.784 3.341 1.976 -0.122 0.030 -0.112
C 1.013 2.701 3.101 -0.026 0.075 0.060
C 0.910 1.321 3.209 0.110 -0.069 0.040
C 0.215 0.756 4.271 0.006 0.019 -0.005
C -0.369 1.566 5.234 0.007 0.019 -0.015
C -0.256 2.946 5.136 -0.027 -0.039 0.020
C 0.430 3.511 4.072 -0.073 -0.016 -0.069
C 3.349 1.896 -0.984 -0.130 -0.005 0.031
C 4.607 1.840 -1.558 -0.040 -0.008 -0.039
C 4.713 1.248 -2.813 0.032 0.004 -0.011
C 3.587 0.757 -3.462 -0.036 0.070 0.049
C 2.376 0.856 -2.799 -0.200 0.057 0.111
N 2.284 1.398 -1.594 0.154 -0.247 0.138
C 1.046 0.419 -3.280 0.294 -0.065 -0.052
N 0.006 0.545 -2.556 0.003 0.068 -0.175
C -1.101 -0.114 -3.262 0.031 0.029 0.060
C -0.502 -0.342 -4.667 0.166 -0.025 0.001
O 0.937 -0.126 -4.482 -0.209 -0.046 0.040
C -2.379 0.683 -3.271 -0.066 -0.094 -0.002
C -3.538 0.071 -3.746 0.008 0.014 0.052
C -4.731 0.772 -3.795 -0.006 0.035 0.011
C -4.781 2.091 -3.362 -0.009 -0.023 -0.020
C -3.632 2.702 -2.887 0.026 -0.006 0.005
C -2.433 2.001 -2.843 0.036 0.040 -0.025
H 3.585 4.546 2.467 -0.011 -0.010 0.028
H 3.644 2.857 3.053 -0.025 0.012 0.005
H 1.318 4.302 1.736 0.044 0.006 0.050
H 1.374 0.668 2.481 -0.028 0.032 0.002
H 0.142 -0.321 4.343 0.002 -0.019 -0.006
H -0.905 1.124 6.063 -0.007 -0.001 0.014
H -0.706 3.583 5.886 0.000 0.011 0.005
H 0.501 4.590 3.992 0.014 0.016 -0.012
H 5.465 2.243 -1.041 0.013 0.004 -0.010
H 5.680 1.176 -3.292 0.004 0.005 0.004
H 3.639 0.312 -4.445 0.011 -0.016 -0.015
H -1.269 -1.065 -2.748 -0.013 0.013 -0.026
H -0.851 0.391 -5.393 -0.010 0.005 0.009
H -0.631 -1.350 -5.050 -0.028 0.020 -0.008
H -3.510 -0.963 -4.070 0.011 -0.019 0.002
H -5.624 0.288 -4.167 -0.011 -0.004 -0.002
H -5.712 2.638 -3.397 -0.013 0.007 -0.002
H -3.664 3.731 -2.554 0.001 0.014 0.010
H -1.535 2.485 -2.479 -0.014 0.002 0.009
N -0.365 -7.443 1.328 -0.068 -0.015 0.000
C -0.043 -6.145 1.060 0.013 -0.055 0.027
C 0.326 -5.756 -0.235 0.017 0.010 -0.041
C 0.645 -4.445 -0.508 0.002 0.025 -0.026
C 0.606 -3.494 0.507 -0.234 -0.104 0.112
C 0.239 -3.867 1.797 0.041 -0.048 0.016
C -0.079 -5.178 2.075 0.023 0.063 -0.049
S 0.966 -1.833 0.168 0.182 -0.242 -0.110
O 1.805 -1.773 -1.004 0.047 0.016 0.042
O 1.445 -1.222 1.392 0.048 0.018 -0.030
N -0.402 -1.062 -0.287 0.033 0.208 0.315
C -1.320 -0.667 0.687 0.381 -0.260 -0.321
N -2.041 -1.520 1.393 -0.093 0.075 0.094
C -2.905 -0.969 2.241 -0.002 0.033 0.007
C -3.053 0.404 2.398 0.007 0.015 -0.021
C -2.237 1.210 1.630 -0.010 -0.012 -0.059
N -1.381 0.671 0.765 0.042 0.079 0.200
H -0.261 -8.153 0.628 0.024 0.007 -0.006
H -0.549 -7.741 2.267 0.021 0.005 0.007
H 0.371 -6.498 -1.023 -0.004 -0.010 -0.005
H 0.946 -4.154 -1.506 0.002 0.027 -0.005
H 0.220 -3.127 2.584 0.001 0.022 0.002
H -0.351 -5.468 3.082 -0.008 -0.007 0.014
H -3.504 -1.656 2.828 0.000 -0.022 -0.006
H -3.761 0.824 3.095 -0.006 -0.010 0.018
H -2.252 2.291 1.700 -0.002 -0.001 0.009